Below is 6 unconnected molecules or ions with the total composition C32H36IN7O3, with properties calculated with ωB97M-V with the def2-TZVPD basis set.

Its gap between HOMO and LUMO is 9.2 eV. The total energy is -58437.787 eV. For the LUMO energy, the calculation gives -0.003 Ha. As for the structure (SMILES): C[C@H](I)C[C@H]1CC(=O)N[C@H]1ON=O.c1ccncc1.c1ccncc1.c1ccncc1.c1ccncc1.c1ccncc1.

ORCA input file:
```
! RIJCOSX wB97M-V def2-TZVPD def2/J DEFGRID3
* xyz 0 1
I 3.753 -4.733 -5.711
O 2.782 -1.875 -1.125
O -0.581 0.077 -3.584
O 3.535 -1.432 0.812
N -2.438 -0.304 1.014
N 2.802 -1.014 0.018
N 0.985 -0.430 -1.896
N -2.455 3.235 4.992
N 1.123 5.898 -2.034
N 5.895 -5.038 -8.485
N -5.803 3.815 9.764
C -3.434 3.420 5.877
C -8.036 2.929 11.172
C 0.957 3.967 -3.444
C -6.687 4.672 10.269
C -2.461 0.551 2.036
C 1.056 5.087 -0.980
C 0.893 3.136 -2.337
C 8.257 -6.102 -9.511
C 0.133 -2.233 -3.188
C 1.074 5.334 -3.239
C 1.313 -5.887 -4.297
C 1.981 -4.520 -4.522
C 1.669 -2.325 -3.289
C 2.269 -3.726 -3.225
C -2.405 1.930 1.891
C 7.208 -5.768 -10.352
C -7.125 2.024 10.652
C -0.989 2.722 6.814
C -2.352 0.216 -0.209
C 6.912 -5.365 -7.690
C 8.108 -5.895 -8.149
C -2.311 2.450 0.609
C -3.269 3.276 7.247
C -7.814 4.283 10.977
C -2.279 1.576 -0.468
C -1.259 2.893 5.466
C -6.030 2.517 9.959
C 0.040 -0.742 -2.975
C 6.054 -5.241 -9.791
C -2.017 2.919 7.722
C 0.945 3.708 -1.077
C 2.147 -1.280 -2.238
H 0.496 -0.793 -1.075
H 0.916 3.565 -4.448
H -2.341 -0.503 -1.023
H -1.847 2.798 8.784
H 8.900 -6.140 -7.454
H -8.498 5.025 11.365
H 1.130 6.015 -4.081
H 7.278 -5.911 -11.421
H 0.797 -5.912 -3.334
H 5.213 -4.964 -10.417
H -2.434 2.569 2.767
H -2.262 3.520 0.451
H 1.851 -4.271 -2.370
H -4.099 3.441 7.922
H -2.201 1.936 -1.486
H 9.174 -6.515 -9.910
H -8.905 2.585 11.718
H 6.762 -5.193 -6.629
H 0.584 -6.080 -5.089
H -5.295 1.838 9.538
H -0.397 -2.644 -4.044
H 1.092 5.571 -0.009
H 0.004 2.443 7.141
H 2.040 -6.701 -4.336
H 0.894 3.096 -0.186
H 0.800 2.063 -2.449
H -4.398 3.697 5.465
H 2.863 -0.626 -2.751
H -0.480 2.747 4.724
H -2.532 0.106 3.023
H 3.346 -3.632 -3.070
H -0.139 -2.719 -2.242
H -6.481 5.722 10.095
H -7.257 0.959 10.777
H 1.959 -1.898 -4.259
H 1.325 -3.923 -5.161
*
```



Below is a single C3H5Br3Si molecule in a non-equilibrium geometry, with properties calculated with ωB97M-V with the def2-TZVPD basis set.

Its gap between HOMO and LUMO (alpha / beta) is 6.3 / 7.4 eV. As for the expectation value of S²: 2.01. The total energy is -221195.815 eV. For the LUMO energy (alpha / beta), the calculation gives 0.007 / -0.101 Ha. The energy above the lowest of the compared OMol25 structures with the same formula, charge and spin is 0.00 kJ/mol.

ORCA input file:
```
! RIJCOSX wB97M-V def2-TZVPD def2/J DEFGRID3
* xyz 0 3
Br -1.266 2.903 -0.251
Br 2.276 2.364 -1.514
Br -0.221 1.549 -3.500
Si 0.251 1.663 -1.223
C 0.203 -0.393 0.817
C -0.265 -1.663 1.453
C 0.083 -0.212 -0.519
H -0.202 -2.377 0.552
H 0.213 -1.919 2.435
H -0.393 -0.818 -1.318
H -1.369 -1.555 1.698
H 0.688 0.459 1.371
*
```



Below is a single C6H11OP molecule in a non-equilibrium geometry, with properties calculated with ωB97M-V with the def2-TZVPD basis set.

Its gap between HOMO and LUMO (alpha / beta) is 7.9 / 7.7 eV. The total energy is -17732.954 eV. For the LUMO energy (alpha / beta), the calculation gives -0.012 / -0.007 Ha. The energy above the lowest of the compared OMol25 structures with the same formula, charge and spin is 384.61 kJ/mol.

ORCA input file:
```
! RIJCOSX wB97M-V def2-TZVPD def2/J DEFGRID3
* xyz 0 1
P -1.060 -0.804 -0.077
O -2.060 -1.857 -0.218
C 1.236 -0.010 -1.517
C 0.235 -0.860 1.299
C -1.720 0.902 -0.096
C -3.027 1.170 -0.247
C 1.373 -0.100 0.872
C 2.027 -0.575 -0.373
H 1.350 -0.526 -2.564
H -0.197 -0.251 2.079
H 3.061 -0.212 -0.244
H 1.017 0.889 0.724
H -1.040 1.627 -0.337
H -3.812 0.474 -0.109
H 0.654 -1.772 1.710
H 2.064 0.116 1.757
H 1.877 -1.575 -0.517
H 1.251 1.115 -1.646
H -3.230 2.250 -0.496
*
```



Below is 3 unconnected molecules or ions with the total composition C20H46NO5PS in a non-equilibrium geometry, with properties calculated with ωB97M-V with the def2-TZVPD basis set.

Its gap between HOMO and LUMO is 9.5 eV. The total energy is -53335.577 eV. For the LUMO energy, the calculation gives 0.008 Ha. As for the structure (SMILES): CC(=O)OC(=O)C[PH2](CCCN)C[SH](=O)=O.CCCCCC.CCCCCC.

ORCA input file:
```
! RIJCOSX wB97M-V def2-TZVPD def2/J DEFGRID3
* xyz 0 1
S -2.024 6.099 1.945
P 0.001 4.652 0.098
O 1.722 1.336 -0.396
O -1.096 5.426 2.818
O 1.772 2.717 -2.161
O 3.458 1.536 0.997
O -3.413 5.847 2.191
N -3.604 1.652 -1.617
C -0.861 3.103 0.566
C -6.532 -3.986 -1.460
C 7.010 -1.724 -0.508
C 2.345 1.131 0.797
C 4.722 -1.759 0.696
C 1.744 3.826 -0.071
C -7.741 -3.536 -0.645
C -2.965 2.710 -0.847
C -4.775 -3.436 0.343
C 1.777 2.630 -0.945
C 8.207 -3.038 1.325
C -5.370 -4.482 -0.600
C 7.467 -3.093 -0.009
C 3.888 -2.016 -0.554
C -1.510 2.362 -0.613
C 1.636 0.410 1.895
C 6.014 -1.005 0.404
C -1.634 5.723 0.264
C -3.120 -2.429 -1.324
C -4.262 -2.172 -0.343
H -8.114 -4.350 -0.020
H 8.540 -4.033 1.622
H 9.088 -2.397 1.255
H -7.500 -2.693 0.004
H -3.491 2.963 0.073
H -6.202 -3.170 -2.108
H 0.665 0.839 2.099
H 2.384 4.553 -0.548
H -5.081 -1.662 -0.859
H 2.953 -2.519 -0.296
H 6.504 -0.764 1.351
H -2.512 5.320 -0.220
H 3.641 -1.071 -1.044
H -3.911 -1.480 0.429
H -2.273 -2.901 -0.822
H -5.519 -3.155 1.094
H 8.129 -3.531 -0.760
H 2.131 3.676 0.930
H -3.432 -3.073 -2.146
H 6.612 -3.770 0.074
H -1.463 1.303 -0.380
H 4.932 -2.707 1.201
H -0.158 2.478 1.088
H -6.838 -4.797 -2.125
H -4.470 1.993 -2.000
H 4.402 -2.648 -1.279
H 6.576 -1.837 -1.506
H -3.952 -3.897 0.897
H 0.598 5.532 1.026
H -0.939 2.475 -1.524
H 0.023 4.993 -1.271
H -3.768 0.847 -1.031
H -3.002 3.590 -1.481
H -2.771 -1.491 -1.760
H 2.234 0.438 2.785
H 7.571 -2.656 2.124
H -8.553 -3.221 -1.302
H -1.632 3.338 1.289
H 4.132 -1.159 1.392
H 1.461 -0.618 1.592
H 7.886 -1.081 -0.635
H -1.770 7.428 2.063
H -4.586 -4.871 -1.256
H 5.756 -0.046 -0.054
H -5.709 -5.333 -0.002
H -1.430 6.682 -0.207
*
```



Please write out number 2 again, unchanged.
Below is a single C3H5Br3Si molecule in a non-equilibrium geometry, with properties calculated with ωB97M-V with the def2-TZVPD basis set.

Its gap between HOMO and LUMO (alpha / beta) is 6.3 / 7.4 eV. As for the expectation value of S²: 2.01. The total energy is -221195.815 eV. For the LUMO energy (alpha / beta), the calculation gives 0.007 / -0.101 Ha. The energy above the lowest of the compared OMol25 structures with the same formula, charge and spin is 0.00 kJ/mol.

ORCA input file:
```
! RIJCOSX wB97M-V def2-TZVPD def2/J DEFGRID3
* xyz 0 3
Br -1.266 2.903 -0.251
Br 2.276 2.364 -1.514
Br -0.221 1.549 -3.500
Si 0.251 1.663 -1.223
C 0.203 -0.393 0.817
C -0.265 -1.663 1.453
C 0.083 -0.212 -0.519
H -0.202 -2.377 0.552
H 0.213 -1.919 2.435
H -0.393 -0.818 -1.318
H -1.369 -1.555 1.698
H 0.688 0.459 1.371
*
```